Record 1
Formula: C43H35Br2IN4OP2Zn
Source: the OMol25 dataset
Level of theory: ωB97M-V with the def2-TZVPD basis set

Output
- DFT total energy (eV) = -268351.3208
- multiplicity = 1

```
89
C43H35Br2IN4OP2Zn ωB97M-V with the def2-TZVPD basis set
Zn 0.28 0.24 0.17
C -0.59 3.20 1.33
P -0.66 2.58 -0.41
C 0.68 3.41 -1.33
C 0.92 2.88 -2.60
C 1.94 3.37 -3.39
C 2.75 4.39 -2.91
C 2.53 4.91 -1.65
C 1.49 4.43 -0.86
C -2.16 3.39 -1.06
C -2.23 3.88 -2.36
C -3.42 4.41 -2.83
C -4.54 4.46 -2.02
C -4.48 3.95 -0.74
C -3.30 3.40 -0.26
C -0.60 2.05 2.30
C -0.96 2.00 3.63
C -0.55 0.74 4.11
C 0.04 0.09 3.05
C 0.85 -1.17 3.01
P 0.77 -2.02 1.37
C 2.29 -3.04 1.48
C 3.49 -2.40 1.18
C 4.68 -3.10 1.22
C 4.69 -4.44 1.58
C 3.50 -5.07 1.88
C 2.30 -4.38 1.83
C -0.49 -3.34 1.54
C -0.90 -3.96 0.36
C -1.74 -5.06 0.40
C -2.18 -5.55 1.62
C -1.79 -4.92 2.79
C -0.96 -3.82 2.75
N -0.01 0.88 1.94
H -1.39 3.91 1.53
H 0.36 3.73 1.45
H 0.31 2.06 -2.95
H 2.11 2.95 -4.37
H 3.55 4.78 -3.52
H 3.15 5.71 -1.28
H 1.34 4.87 0.11
H -1.36 3.86 -3.00
H -3.47 4.78 -3.85
H -5.46 4.89 -2.39
H -5.35 3.97 -0.10
H -3.27 2.98 0.73
H -1.44 2.77 4.20
H -0.63 0.37 5.11
H 0.58 -1.84 3.83
H 1.91 -0.91 3.13
H 3.47 -1.36 0.89
H 5.61 -2.60 0.97
H 5.63 -4.98 1.60
H 3.51 -6.12 2.15
H 1.39 -4.90 2.06
H -0.52 -3.60 -0.59
H -2.04 -5.55 -0.51
H -2.81 -6.42 1.66
H -2.12 -5.31 3.75
H -0.65 -3.36 3.67
C -3.01 -0.41 1.21
C -2.64 -1.01 -0.10
C -3.56 -1.84 -0.77
C -3.25 -2.35 -2.00
C -2.01 -2.02 -2.59
C -1.59 -2.44 -3.87
Br -2.71 -3.58 -4.92
C -0.38 -2.04 -4.39
C 0.45 -1.23 -3.63
Br 2.13 -0.66 -4.31
C 0.15 -0.81 -2.34
O 0.96 -0.11 -1.63
C -1.14 -1.19 -1.84
N -1.47 -0.73 -0.61
H -3.58 0.51 1.03
H -2.12 -0.15 1.78
H -3.63 -1.08 1.79
H -4.52 -2.04 -0.31
H -3.93 -2.99 -2.53
H -0.08 -2.35 -5.37
I 5.17 3.78 2.12
C 3.98 2.47 1.00
C 4.21 2.03 -0.29
N 3.18 1.22 -0.59
N 2.32 1.13 0.41
C 2.78 1.88 1.40
H 5.01 2.25 -0.96
H 2.97 0.73 -1.45
H 2.26 1.96 2.33
```

---

Record 2
Formula: C43H35Cl2N3O3PV
Source: the OMol25 dataset
Level of theory: ωB97M-V with the def2-TZVPD basis set

Output
- total charge = +3
- energy above the lowest of the compared OMol25 structures with the same formula, charge and spin (eV) = 0.933
- DFT total energy (eV) = -115769.8047
- multiplicity = 2
- <S²> = 0.787

```
88
C43H35Cl2N3O3PV ωB97M-V with the def2-TZVPD basis set
V 0.13 0.07 0.19
C -2.28 -1.35 3.80
O -1.10 -2.18 3.54
C -0.64 -1.78 2.39
N -1.17 -0.76 1.80
C -2.18 -0.21 2.77
C -3.51 0.16 2.18
C -4.25 1.17 2.80
C -5.52 1.47 2.35
C -6.06 0.77 1.27
C -5.33 -0.24 0.67
C -4.07 -0.56 1.13
C 0.51 -2.46 1.78
C 1.29 -3.48 2.29
C 2.34 -3.95 1.50
C 2.57 -3.40 0.23
C 1.74 -2.38 -0.17
N 0.76 -1.92 0.60
C 1.68 -1.68 -1.47
N 0.76 -0.79 -1.68
C 0.80 -0.50 -3.14
C 2.16 -1.11 -3.56
O 2.51 -1.98 -2.42
C -0.32 -1.17 -3.90
C -0.66 -2.49 -3.62
C -1.58 -3.17 -4.40
C -2.18 -2.52 -5.48
C -1.84 -1.20 -5.77
C -0.91 -0.54 -4.98
H -3.15 -1.98 3.65
H -2.22 -1.02 4.84
H -1.74 0.67 3.24
H -3.83 1.70 3.64
H -6.10 2.24 2.84
H -7.06 1.01 0.92
H -5.76 -0.80 -0.16
H -3.52 -1.38 0.68
H 1.07 -3.91 3.26
H 2.97 -4.75 1.86
H 3.36 -3.77 -0.41
H 0.78 0.58 -3.30
H 2.07 -1.76 -4.43
H 2.98 -0.41 -3.69
H -0.19 -3.02 -2.79
H -1.83 -4.20 -4.19
H -2.89 -3.04 -6.10
H -2.28 -0.71 -6.62
H -0.61 0.47 -5.25
O 0.65 1.30 1.77
C -0.37 1.69 1.24
C -1.39 2.67 1.33
C -1.54 3.62 2.35
C -2.63 4.46 2.27
C -3.53 4.34 1.21
C -3.37 3.41 0.19
C -2.27 2.57 0.25
P -1.60 1.44 -1.02
C -0.79 2.60 -2.16
C 0.14 3.52 -1.66
C 0.72 4.45 -2.51
C 0.38 4.47 -3.86
C -0.54 3.56 -4.36
C -1.13 2.63 -3.51
C -2.91 0.58 -1.87
C -3.94 1.29 -2.50
C -4.98 0.60 -3.10
C -5.00 -0.79 -3.09
C -3.97 -1.50 -2.48
C -2.93 -0.81 -1.87
H -0.83 3.68 3.17
H -2.79 5.22 3.03
H -4.39 5.01 1.17
H -4.09 3.36 -0.61
H 0.41 3.54 -0.61
H 1.43 5.17 -2.11
H 0.83 5.20 -4.51
H -0.82 3.59 -5.40
H -1.87 1.94 -3.91
H -3.93 2.37 -2.54
H -5.78 1.15 -3.59
H -5.81 -1.32 -3.56
H -3.99 -2.58 -2.47
H -2.13 -1.37 -1.39
Cl 4.08 3.33 -1.44
C 3.26 1.83 -1.72
Cl 2.56 1.20 -0.16
H 3.96 1.08 -2.07
H 2.42 1.98 -2.40
```

---

Record 3
Formula: C43H35NP2PtS
Source: the OMol25 dataset
Level of theory: ωB97M-V with the def2-TZVPD basis set

Output
- energy above the lowest of the compared OMol25 structures with the same formula, charge and spin (eV) = 2.524
- DFT total energy (eV) = -79306.7947
- multiplicity = 1

```
83
C43H35NP2PtS ωB97M-V with the def2-TZVPD basis set
Pt -0.33 0.35 -0.64
S 0.87 0.74 3.69
C -0.83 0.79 3.65
C -1.33 0.74 2.38
C -0.31 0.65 1.38
C 0.94 0.64 1.97
C 2.15 0.57 1.18
C 3.44 0.62 1.70
C 4.53 0.56 0.85
C 4.31 0.47 -0.52
C 3.00 0.43 -0.97
N 1.94 0.46 -0.15
H -1.39 0.86 4.57
H -2.39 0.77 2.16
H 3.58 0.70 2.77
H 5.53 0.60 1.25
H 5.12 0.44 -1.22
H 2.78 0.37 -2.03
C -2.10 -2.09 -2.00
C -1.19 -1.78 -3.18
P -0.53 -0.09 -2.94
C 0.88 -0.04 -4.10
C 0.91 0.89 -5.12
C 2.00 0.93 -6.00
C 3.05 0.04 -5.85
C 3.02 -0.90 -4.83
C 1.94 -0.94 -3.96
C -1.74 1.06 -3.46
C -2.97 0.76 -4.04
C -3.96 1.70 -4.22
C -3.63 3.04 -3.86
C -2.46 3.39 -3.27
C -1.47 2.38 -2.83
P -1.19 -1.77 -0.43
C 0.12 -3.04 -0.46
C 0.00 -4.26 -1.13
C 1.02 -5.20 -1.09
C 2.17 -4.94 -0.35
C 2.30 -3.74 0.33
C 1.28 -2.80 0.28
C -2.36 -2.37 0.82
C -2.01 -3.31 1.79
C -2.94 -3.74 2.72
C -4.23 -3.23 2.70
C -4.59 -2.27 1.75
C -3.65 -1.84 0.82
H -2.51 -3.10 -2.01
H -2.95 -1.39 -2.01
H -1.71 -1.83 -4.14
H -0.36 -2.49 -3.22
H 0.08 1.58 -5.24
H 2.01 1.67 -6.80
H 3.89 0.08 -6.53
H 3.83 -1.61 -4.72
H 1.92 -1.69 -3.17
H -3.16 -0.26 -4.38
H -4.90 1.45 -4.69
H -4.35 3.83 -4.09
H -2.27 4.43 -3.02
H -0.45 2.72 -2.99
H -0.90 -4.48 -1.69
H 0.91 -6.13 -1.62
H 2.96 -5.68 -0.31
H 3.19 -3.54 0.91
H 1.38 -1.86 0.81
H -1.00 -3.71 1.81
H -2.66 -4.47 3.46
H -4.96 -3.57 3.42
H -5.59 -1.86 1.74
H -3.93 -1.08 0.11
C -1.42 2.14 -1.16
C -1.97 2.69 -0.21
C -2.64 3.34 0.87
C -4.01 3.14 1.05
C -4.69 3.81 2.05
C -4.00 4.68 2.89
C -2.63 4.87 2.74
C -1.95 4.20 1.73
H -4.53 2.46 0.38
H -5.76 3.67 2.18
H -4.53 5.21 3.67
H -2.09 5.53 3.40
H -0.89 4.33 1.59
```

---

Among the records above, which one has the highest multiplicity?
C43H35Cl2N3O3PV